(1)
Formula: C30H23ClN2O3ScTe
Source: the Open Molecules 2025 dataset
Level of theory: the ωB97M-V functional and the def2-TZVPD basis

Geometry as XYZ:
```
61
Properties=species:S:1:pos:R:3:forces:R:3
Te 1.5112 -1.5384 -1.7593 0.0 0.4 -0.5
Sc -0.5768 0.9075 1.0371 1.0 0.2 0.0
Cl 1.8532 4.5829 6.7745 -0.2 -0.1 -0.2
O -1.1439 2.1256 -0.9297 0.1 0.3 0.4
O -0.8015 3.0000 1.0755 -0.2 0.5 -0.7
O 1.2534 0.9872 2.1050 -1.1 -0.4 1.4
N -1.2385 0.4215 3.0815 -0.2 -0.7 -0.6
N -2.2004 -0.3821 0.7933 -0.6 -0.5 -1.0
C 0.5417 2.7477 5.2563 -0.9 0.4 2.5
C 2.5492 3.6189 4.3193 0.7 0.7 0.6
C -2.7383 -0.8270 -0.4082 0.6 0.7 -0.9
C 2.2173 0.2046 -2.7770 0.2 0.7 0.3
C -3.6761 -2.1868 4.2699 -1.1 -0.5 1.7
C -4.1679 -2.5779 3.0365 0.2 0.9 -0.6
C -4.2077 -2.4390 0.5488 0.9 0.8 0.5
C 1.4980 1.4173 -2.8228 -0.6 -0.5 -0.4
C -0.5056 -4.3781 -4.3671 1.5 1.7 -0.3
C -2.7217 -0.9728 1.9179 0.0 -1.0 0.2
C -3.6526 -1.8408 -0.5755 -0.4 0.6 -0.5
C -2.7311 -1.1768 4.3533 1.7 0.4 0.4
C 0.3301 1.9212 4.1701 -0.2 -1.1 -1.6
C 4.0604 1.3319 -3.9449 -1.1 -1.2 0.7
C 1.0271 -2.7157 -3.4976 -0.7 0.9 2.0
C 3.2898 2.4720 -3.9752 0.6 0.6 -0.8
C 1.5879 3.5902 5.3479 1.6 0.5 -0.7
C -2.1920 -0.6134 3.1718 -0.4 1.2 0.6
C 1.7464 1.1189 0.7441 -0.8 -0.9 0.0
C -0.8403 1.1393 4.1389 -0.1 -0.6 0.3
C 1.2050 -3.4087 -5.7632 -0.5 -0.6 0.0
C 3.5042 0.1907 -3.2938 0.3 1.9 -0.9
C 1.6548 -2.6442 -4.6864 1.3 0.4 -2.3
C 2.4531 2.7317 3.2568 -1.2 0.1 0.1
C 2.0227 2.5506 -3.4624 -1.2 -1.0 1.1
C 1.3381 1.9003 3.1517 1.3 0.5 -0.2
C 0.1394 -4.3092 -5.6026 1.1 0.7 1.1
C -0.0911 -3.5012 -3.3409 -0.8 -1.3 -0.5
C -1.0438 3.1225 -0.1751 -0.3 -0.1 0.2
C -3.6991 -1.9770 1.8269 -0.9 -1.3 0.8
H 2.5441 0.3783 0.6146 0.0 0.3 0.0
H 2.4895 -1.9511 -4.8495 -0.3 -0.3 0.1
H -4.0856 -2.6037 5.2744 0.7 0.5 -2.0
H -2.4134 -0.2427 -1.2755 0.0 -0.3 0.2
H -4.9784 -3.1708 0.4579 -0.3 -0.4 0.2
H -1.4320 1.0987 5.0510 0.0 0.1 0.0
H 0.4754 1.4319 -2.4409 0.3 0.1 0.0
H 2.0663 2.1225 0.6401 0.6 1.0 -0.5
H 1.3826 3.4361 -3.5458 0.5 -0.3 0.0
H -0.0814 -4.9924 -6.3855 -0.5 -0.3 -0.6
H -2.2579 -0.9173 5.3368 -0.6 -0.2 -1.0
H 3.6652 3.3294 -4.4846 0.4 0.6 -0.3
H 4.1180 -0.6524 -3.2133 0.7 -1.3 0.1
H 3.2037 2.7972 2.4916 0.1 -0.3 -0.3
H -0.6432 -3.4180 -2.4190 -0.2 -0.3 0.2
H 5.0147 1.2989 -4.4641 -0.1 -0.1 0.4
H 3.4196 4.2897 4.3626 -0.6 -0.3 0.1
H -4.0359 -2.0561 -1.5945 0.4 0.1 0.8
H -0.1169 2.6820 6.1498 0.2 0.0 -0.9
H -5.0128 -3.2250 2.9110 -0.2 -0.6 0.3
H -1.2154 4.1529 -0.5828 0.2 -0.6 0.2
H 1.6593 -3.3574 -6.7464 0.2 0.2 0.2
H -1.3198 -5.0242 -4.2830 -1.2 -0.9 0.5
```
Positions in Å, forces in eV/Å.

- LUMO level (spin up / spin down): 0.082 / 0.082 Ha
- ΔE to the lowest compared entry with this formula, charge and spin: 101.45 kJ/mol
- Energy: -2981.249380 hartree
- Total charge: -1
- Kohn-Sham gap (spin up / spin down): 4.80 / 4.60 eV

(2)
Formula: C34H102N15O9P5
Source: the Open Molecules 2025 dataset
Level of theory: the ωB97M-V functional and the def2-TZVPD basis

Geometry as XYZ:
```
165
Properties=species:S:1:pos:R:3:forces:R:3
P 0.0480 -3.8860 -2.9045 -1.7 -2.3 -2.7
P -4.9435 2.2246 -1.8173 2.0 0.6 -2.6
P -4.1851 2.7163 4.9745 -0.1 0.0 0.4
P 6.2707 -3.1147 2.0677 0.1 0.3 0.6
P 4.6098 3.0159 -1.3980 -0.8 -0.2 -1.1
O -5.6180 2.2791 5.1643 1.7 1.3 -0.6
O -5.7246 2.9947 -0.8115 1.0 -1.4 -0.1
O -5.6636 -3.4941 1.7277 -0.4 -0.4 -0.3
O 1.0627 -3.2927 -2.0335 0.4 1.2 0.0
O 0.4809 -1.2653 -0.1934 -0.6 0.6 1.6
O -3.4247 -1.8755 1.8062 0.2 0.5 -0.1
O -0.0086 0.8854 1.3619 0.7 0.7 -0.1
O 6.8280 -4.5045 1.8295 -1.1 2.3 -0.2
O 5.8810 2.8759 -0.6551 -0.5 0.3 0.5
N 4.8349 -2.6903 1.2141 -0.8 0.1 2.4
N 6.0414 -2.7655 3.7348 0.3 1.8 -1.1
N -3.0891 1.6010 5.6786 -0.3 1.2 0.8
N -3.7005 2.8024 3.3434 -1.3 -0.4 1.2
N 0.7770 -4.7969 -4.1693 0.0 -0.9 0.7
N -0.9432 -2.8218 -3.8283 -0.8 0.2 1.6
N -0.9995 -4.9485 -2.0799 0.8 0.7 -2.3
N 7.3151 -1.8905 1.6125 0.2 0.5 1.1
N -3.8183 4.2788 5.6600 0.1 -2.6 0.8
N -3.4193 2.9444 -2.2222 -1.6 0.9 0.1
N -4.4582 0.5954 -1.5110 -0.6 0.8 -1.1
N 3.1592 2.7583 -0.4539 0.4 0.7 -2.3
N -5.6943 2.1358 -3.3355 1.0 0.1 -0.5
N 4.4376 4.5085 -2.2524 -0.8 -0.5 -0.1
N 4.7001 1.8048 -2.5938 -0.8 1.1 -1.1
C -2.3300 2.9130 2.8658 -0.2 0.5 0.3
C -5.1502 0.0183 -0.3720 -0.1 0.6 0.2
C -2.2070 -3.1337 -4.5560 1.0 0.0 1.5
C -3.9704 -0.3161 -2.5877 -0.8 -0.2 0.4
C 8.5260 -2.2350 0.9150 -0.2 -0.1 0.5
C -2.8201 0.3115 5.0721 -1.3 0.9 -0.6
C -2.9499 1.5045 7.1386 0.3 1.8 -0.3
C 2.1105 -4.3566 -4.6553 -0.6 -0.1 1.5
C -0.3868 -1.5559 -4.2315 1.1 0.2 -0.2
C -5.7175 3.2760 -4.2512 -0.4 0.8 0.8
C -2.1717 -4.4481 -1.4395 -0.2 -0.1 1.1
C 5.9095 1.0056 -2.7546 -0.3 -1.2 0.7
C -4.3997 -4.0308 2.0731 -0.3 -0.8 -0.8
C -0.0001 -5.6269 -5.1381 0.2 1.3 1.4
C 1.7814 2.3495 -1.0309 2.1 -0.3 1.0
C -2.6748 3.3937 -1.0410 0.0 -0.1 -0.9
C -0.8493 -0.7300 -0.2132 -0.2 0.4 0.8
C -6.8465 1.2569 -3.3967 0.5 0.0 0.3
C 3.9587 -1.5160 1.5725 0.6 -1.1 -0.4
C 3.4380 2.5101 0.9469 -0.6 0.5 0.7
C 7.0986 -0.4252 1.6250 0.1 -1.1 -0.2
C -1.1225 0.0643 1.1155 0.9 0.1 -0.8
C 5.5649 4.9307 -3.1750 -1.5 -1.4 1.1
C -4.8474 5.3147 5.6851 0.6 -0.4 -1.2
C -2.4119 4.6881 5.8323 -1.2 0.6 -0.4
C 4.9830 -3.4201 4.4797 1.1 -0.8 -0.8
C 7.2280 -2.3079 4.5430 -1.1 -1.3 -1.1
C 3.6469 1.6227 -3.6233 0.4 0.4 0.4
C -2.6359 2.6608 -3.4302 -0.9 -0.7 0.7
C 3.4857 5.6033 -1.8351 0.5 -1.9 0.3
C 4.6973 -3.1020 -0.1493 0.6 0.2 -0.8
C -0.8023 -6.3848 -2.0139 1.6 0.2 -0.4
C -4.7362 3.1643 2.3476 0.6 -0.9 0.3
C -3.5683 -2.9901 2.6580 1.0 1.1 -0.1
H 4.3900 -0.5820 1.2123 0.1 0.1 0.3
H -6.7235 0.6254 -2.5168 -0.8 -0.3 -0.1
H -1.6973 2.1441 3.3091 0.1 0.1 -0.3
H -5.7649 3.1530 2.7078 0.3 0.1 0.5
H -4.4327 6.1676 6.2224 -0.5 0.0 0.3
H 3.9301 3.3682 1.4047 0.3 0.0 -0.2
H 3.6729 -3.0411 -0.5167 -0.3 -0.6 0.4
H -4.4981 4.1434 1.9319 -0.2 -0.1 -0.4
H -1.7860 3.8520 6.1441 0.0 0.2 -0.3
H -1.9780 1.0868 7.4012 -0.1 -0.5 -0.1
H -1.8031 3.9721 -1.3472 0.1 0.0 -0.2
H -3.0697 -5.0027 -1.7117 -0.2 0.1 -0.4
H 5.1872 -2.4059 -0.8302 0.5 0.3 -0.2
H -0.3793 -6.6934 -1.0579 -0.9 -0.1 0.6
H 5.1755 -4.0701 -0.2979 -0.4 -0.1 0.0
H 3.8158 6.0450 -0.8948 0.3 0.7 -0.3
H 0.5934 -6.4975 -5.4173 0.0 0.2 -0.4
H -1.8964 3.8942 3.0591 0.1 0.2 0.4
H 5.9966 4.0457 -3.6425 0.3 -0.2 0.5
H -1.7679 0.3329 4.7884 -0.1 -1.0 -0.1
H -1.1402 -0.9087 -4.6808 0.0 -0.1 0.2
H 7.6934 -3.2386 4.8675 0.7 0.2 0.2
H 1.0197 2.5055 -0.2669 0.1 0.3 -0.1
H -3.2538 0.0955 -3.2985 0.2 0.3 0.6
H -2.0647 5.1977 4.9335 0.5 -0.4 -0.3
H -4.6721 0.5130 0.4734 0.0 -0.9 0.7
H 2.0573 -3.3023 -4.9269 0.3 -0.1 -0.6
H 4.0463 -3.2259 3.9571 -0.3 0.0 0.7
H 3.2994 2.5854 -3.9982 0.0 0.2 -0.1
H -3.2883 4.0691 -0.4446 0.0 -0.4 0.3
H 5.7714 0.3309 -3.5995 -0.3 -0.2 0.2
H -1.6990 -1.4127 -0.2232 0.3 -0.7 -0.5
H 3.0085 -1.6202 1.0487 0.0 -0.3 -0.1
H 1.5421 2.8438 -1.9724 0.2 0.3 0.2
H -2.6485 -2.1796 -4.8439 0.1 -0.1 -0.4
H -1.2035 -0.5443 2.0161 -0.7 -0.6 -0.4
H 5.2164 -4.4827 4.4129 -0.5 -0.5 0.3
H -2.5446 -3.3405 2.7897 -0.1 -0.1 0.5
H -0.2956 -4.9611 -5.9490 0.1 -0.5 -0.6
H -1.9137 1.8915 -3.1567 0.4 -0.1 -0.4
H -3.3221 2.2824 -4.1879 0.2 -0.2 0.0
H 9.2959 -1.4831 1.0887 -0.1 0.2 -0.2
H 7.8602 -1.7198 3.8778 0.1 -0.1 0.4
H -5.8249 4.9580 6.0099 0.3 0.0 0.5
H -4.7301 -0.7513 -3.2370 -0.8 0.4 -0.1
H -4.0579 -2.7277 3.5958 0.4 0.3 0.5
H -2.3166 2.8916 1.7761 -0.1 -0.6 0.0
H -3.1815 -0.4596 5.7524 0.7 -0.3 0.1
H 6.3985 -0.0773 2.3846 -0.1 -0.2 -0.2
H -1.9856 -3.7818 -5.4040 -0.6 0.0 0.0
H 3.2896 6.2844 -2.6632 0.4 0.1 0.2
H -6.8578 0.6143 -4.2770 0.2 0.0 -0.2
H 8.9037 -3.1329 1.4040 0.1 -0.4 -1.0
H -1.9587 0.7546 1.0038 -0.5 -0.5 -0.1
H 5.0733 -3.1460 5.5308 -0.6 0.3 -0.1
H 0.1026 -1.0057 -3.4278 -0.1 -0.1 0.2
H -2.0411 -4.6426 -0.3750 -0.2 0.3 0.4
H 0.0538 -6.6498 -2.6342 -0.2 0.1 -0.5
H -6.5335 3.9393 -3.9647 -0.4 0.1 -0.1
H 4.0192 1.0493 -4.4723 0.2 0.1 0.1
H -3.9772 -4.4062 1.1411 0.0 0.0 -0.1
H -1.6583 -6.9537 -2.3770 -0.2 0.0 0.4
H -2.3631 5.4938 6.5648 -0.1 -0.2 0.5
H 5.9701 0.4406 -1.8244 0.6 -0.5 -0.2
H -2.3120 2.5076 -0.5202 0.1 0.1 0.6
H -5.1336 -1.0713 -0.3963 0.2 0.1 0.3
H 2.7851 -4.4297 -3.8023 0.2 0.1 -0.1
H -2.3109 -3.3765 -1.5819 0.0 -0.1 -0.1
H -0.9021 -5.9940 -4.6486 -0.1 0.0 -0.1
H -2.8820 2.5240 7.5180 -0.3 0.1 0.3
H 0.3815 -1.7309 -4.9845 0.2 0.3 -0.3
H -4.7044 2.3348 1.6411 0.0 0.6 -0.7
H 2.4939 2.4724 1.4903 -0.2 -0.4 -0.1
H -2.9108 -3.5241 -3.8210 -0.1 -0.7 -0.4
H -4.8514 3.9300 -4.1495 0.2 -0.4 0.0
H -4.2750 -1.4536 1.6632 -0.2 -0.1 0.0
H 2.5301 5.1587 -1.5568 -0.1 -0.2 -0.2
H 4.0342 1.6260 1.1727 -0.1 -0.1 -0.2
H -4.9980 5.6088 4.6464 -0.2 0.6 -0.2
H -3.5203 0.2240 4.2413 0.6 -0.2 -0.6
H -2.1368 3.5168 -3.8842 0.0 0.3 0.5
H 2.5057 -5.0201 -5.4244 -0.3 0.2 -0.2
H -0.8593 -0.0814 -1.0891 -0.6 0.4 0.1
H 6.2914 5.4404 -2.5421 0.2 0.4 -0.7
H -4.3682 -4.8525 2.7886 -0.7 -0.4 0.1
H -6.1792 0.3745 -0.3241 -0.3 -0.3 0.0
H 1.8048 1.2745 -1.2092 -0.1 -0.2 -0.1
H 8.0727 0.0191 1.8298 0.0 0.2 0.1
H -3.7675 1.0136 7.6665 -0.1 -0.3 -0.2
H 3.7056 -1.4890 2.6324 0.4 0.1 0.0
H 6.9458 -1.7588 5.4414 -0.3 0.2 -0.2
H -3.5967 -1.2349 -2.1359 0.6 0.3 0.4
H 8.2313 -2.2642 -0.1339 1.0 -0.6 -0.4
H 6.9064 1.3983 -2.9545 -0.3 1.2 0.2
H -7.7808 1.8183 -3.3898 -0.2 0.0 0.3
H 2.7627 1.0912 -3.2715 0.0 -0.1 0.3
H 6.8182 -0.1137 0.6188 -0.3 0.4 0.0
H 0.6792 0.3367 0.9779 0.9 0.2 0.1
H 5.1268 5.4159 -4.0472 0.2 0.8 0.4
H -6.0791 -3.0368 2.4624 0.1 -0.1 0.3
H 0.7050 -1.8968 -0.8809 -0.3 -0.5 -0.6
H -5.8513 3.0346 -5.3057 0.1 -0.5 0.1
```
Positions in Å, forces in eV/Å.

- SMILES string: CN(C)P(=O)(N(C)C)N(C)C.CN(C)P(=O)(N(C)C)N(C)C.CN(C)P(=O)(N(C)C)N(C)C.CN(C)P(=O)(N(C)C)N(C)C.CN(C)P(=O)(N(C)C)N(C)C.OCCO.OCCO
- LUMO level: 0.010 Ha
- ΔE to the lowest compared entry with this formula, charge and spin: 183.44 kJ/mol
- Energy: -4561.966987 hartree
- Kohn-Sham gap: 8.10 eV

(3)
Formula: C28H64N10O2P2
Source: the Open Molecules 2025 dataset
Level of theory: the ωB97M-V functional and the def2-TZVPD basis

Geometry as XYZ:
```
106
Properties=species:S:1:pos:R:3:forces:R:3
P 4.4414 -4.8413 -0.1016 -1.1 1.0 -1.0
P -1.4834 1.3608 -4.2134 -0.8 2.8 0.2
O -1.2837 -0.1026 -4.3305 0.1 1.1 0.4
O 5.8714 -4.5947 0.2250 -0.9 0.2 -0.6
N -0.1915 2.3245 -3.6179 -0.6 0.5 -1.7
N -2.7696 1.8785 -3.1475 0.3 -1.7 -0.5
N -0.8964 1.5192 3.4893 0.9 3.6 5.6
N 3.4855 -5.3177 1.1959 -0.4 0.9 1.5
N -3.9782 2.6138 1.0912 -5.0 3.6 0.0
N -1.8647 2.1212 -5.7353 0.2 -1.2 1.2
N 3.4980 0.8599 3.2459 0.1 -0.4 0.2
N -0.3402 -2.4324 3.5471 1.0 1.4 2.4
N 3.5474 -3.4893 -0.7375 1.2 0.2 1.0
N 4.1836 -5.9750 -1.3070 -0.7 -1.5 1.2
C -7.1094 4.0121 -0.0814 -0.8 0.0 -0.5
C 3.8176 -6.5555 1.8821 0.6 -0.6 -0.4
C 2.9415 -6.7863 -1.3760 0.3 0.8 -0.5
C -2.7669 3.2355 -5.8458 -0.5 0.3 0.1
C -4.0058 1.0598 -3.1584 0.6 0.1 -0.5
C -1.2681 0.1061 1.3073 0.4 0.3 -0.8
C 0.7985 1.8218 -2.7485 0.0 -0.5 0.8
C 3.1707 -4.2128 2.2156 -0.1 -0.8 -1.3
C 5.1646 -6.3419 -2.3055 0.7 0.0 0.2
C 1.1748 0.1224 0.4407 -0.4 0.5 0.6
C 3.1441 1.9153 2.9766 -0.5 1.1 -0.1
C 0.1155 3.7028 -4.1249 -1.4 -1.8 -0.9
C -6.1023 4.2878 1.0840 0.5 -1.0 -1.2
C -4.9490 3.3307 1.0990 4.2 -3.1 0.1
C -1.8745 -1.6207 6.7521 1.3 0.1 0.7
C -0.6603 -0.6612 6.5335 -1.3 -0.2 -0.5
C -6.5668 3.4390 -1.4032 0.6 0.3 0.9
C -0.2983 0.3597 0.0940 0.5 0.7 0.2
C 0.0587 -1.8880 4.5075 -0.8 -1.3 -2.8
C 1.7465 3.9602 5.0229 0.0 0.0 -0.3
C 2.7163 3.2959 2.6034 0.5 -0.5 0.9
C -1.0516 0.9278 2.5720 -0.8 -4.9 -7.3
C -1.0611 1.9159 -6.9297 -0.5 0.1 -0.8
C 1.6226 3.9813 3.4762 0.2 0.0 0.0
C -2.7760 3.0402 -2.2562 0.8 -0.1 -1.4
C 4.0846 -2.1500 -0.5481 0.7 -0.7 0.5
C 0.5188 -1.2746 5.7417 -1.0 0.0 0.8
C 2.1571 -3.5585 -1.1570 0.3 -1.4 -0.3
H -0.7292 0.8936 -7.1110 0.3 0.1 0.7
H 1.6562 -4.2932 -0.5266 -0.4 0.1 -0.1
H -7.9406 3.3910 0.2523 0.2 -0.1 0.3
H 1.6898 2.9759 5.4878 -0.1 -0.2 -0.4
H 0.7195 2.4358 -1.8514 0.3 -0.5 0.7
H -4.5173 1.2193 -4.1076 -0.1 -0.5 -0.3
H -2.2280 4.1818 -5.8918 0.0 0.3 0.0
H 0.6170 3.6579 3.2074 0.1 -0.3 0.0
H -2.6523 -1.1502 7.3536 0.0 0.2 -0.2
H -0.2622 -0.3840 7.5096 -0.1 0.2 0.0
H -1.4647 -2.4052 7.3883 -0.3 -0.5 -0.1
H 3.9088 -1.7798 0.4619 -0.4 0.4 0.1
H 2.5157 -3.4949 1.7220 0.2 0.1 0.2
H 3.5979 3.9304 2.6952 0.3 -0.2 0.0
H -1.0786 0.2035 6.0183 0.5 0.3 0.0
H -3.7087 3.0269 -1.6924 0.4 0.1 0.1
H 1.4599 0.8896 1.1606 0.3 -0.3 0.3
H -1.8789 3.0851 -1.6387 -0.2 -0.2 0.4
H -4.7599 1.3185 -2.4151 0.5 0.3 0.3
H 3.1384 -7.8531 -1.4820 0.3 0.0 0.1
H -0.4818 1.3686 -0.2755 0.2 0.2 0.1
H -0.2894 2.6646 -7.1086 0.7 -0.1 0.7
H -3.3824 3.1862 -6.7441 0.2 -0.3 -0.3
H 4.0630 -3.7302 2.6142 0.2 0.0 -0.2
H 2.1397 -3.9234 -2.1840 -0.3 -0.2 -0.2
H 2.6290 -4.6266 3.0662 -0.1 -0.3 -0.2
H 1.9042 0.1928 -0.3662 -0.4 0.0 -0.3
H 2.6349 4.4222 5.4534 0.3 0.1 -0.5
H 4.2318 -7.2568 1.1577 -0.1 -0.2 -0.1
H -2.2708 0.3400 0.9497 -0.1 0.0 0.2
H -7.2953 3.2637 -2.1948 -0.3 0.1 0.4
H -2.3113 -2.0462 5.8487 0.2 0.1 0.0
H 2.5164 3.2725 1.5321 -0.5 0.1 0.1
H 0.9143 4.5451 5.4147 -0.1 -0.1 0.0
H 4.5862 -6.4646 2.6496 0.2 0.4 0.1
H -7.5762 4.9598 -0.3501 0.0 0.2 0.3
H 4.9961 -5.8717 -3.2743 0.0 0.4 0.0
H -5.8597 4.1770 -1.7819 0.3 -0.3 -0.2
H 1.2828 -0.5115 5.5934 0.1 -0.3 -0.3
H 0.8032 4.2856 -3.5122 -0.3 -0.3 0.3
H 0.5432 3.5709 -5.1188 0.3 0.4 -0.1
H 1.6977 5.0160 3.1420 -0.2 0.2 0.1
H 5.1684 -2.2529 -0.6006 0.1 0.4 -0.4
H -3.5073 3.2728 -5.0467 0.4 -0.1 0.3
H 0.8817 -2.0989 6.3556 0.5 0.0 0.0
H -3.7281 0.0184 -2.9956 -0.3 -0.1 -0.3
H 3.6811 -1.4718 -1.3001 0.2 0.0 0.0
H 6.1691 -6.1339 -1.9369 0.0 0.4 -0.1
H -2.7123 3.9110 -2.9087 -0.4 0.6 0.3
H -0.8630 4.1655 -4.2540 0.4 0.7 0.1
H 2.9622 -7.0297 2.3633 -0.3 0.2 -0.2
H 1.8286 1.9191 -3.0914 0.1 -0.1 -0.5
H -1.2003 -0.9725 1.4489 -0.2 0.1 0.9
H -1.6557 2.1271 -7.8185 -0.7 -0.2 0.0
H 2.2753 -6.6513 -0.5239 0.3 0.2 0.0
H 0.5565 0.7676 -2.6138 0.4 0.0 0.6
H 1.2554 -0.8693 0.8857 0.3 0.0 0.2
H -6.0746 2.4931 -1.1773 0.2 0.0 -0.3
H -6.6161 4.2350 2.0439 0.2 0.2 0.0
H 2.4232 -6.4578 -2.2768 -0.4 -0.2 -0.1
H -5.6488 5.2619 0.9010 -0.1 0.1 0.4
H -0.4785 -0.2571 -0.7864 -0.9 -0.4 0.4
H 1.5730 -2.6384 -1.1780 0.5 0.3 0.5
H 5.1903 -7.4104 -2.5191 -0.4 -0.3 0.3
```
Positions in Å, forces in eV/Å.

- SMILES string: CN(C)P(=O)(N(C)C)N(C)C.CN(C)P(=O)(N(C)C)N(C)C.CCCC#N.CCCC#N.CCCC#N.CCCC#N
- LUMO level: 0.016 Ha
- Energy: -2486.000679 hartree
- Kohn-Sham gap: 8.31 eV